1.
This record from OMol25 describes a single C4H7F2NO molecule. The level of theory is ωB97M-V/def2-TZVPD.

The geometry in XYZ format:
```
15
C4H7F2NO ωB97M-V/def2-TZVPD
C 0.01 1.11 1.74
C 0.95 0.70 0.61
C 0.52 -0.58 -0.05
F 1.45 -0.99 -0.97
F 0.43 -1.61 0.83
C -1.09 -0.61 -0.98
N -0.88 -1.00 -2.23
O -2.09 -0.26 -0.44
H -0.10 0.30 2.45
H -0.97 1.36 1.34
H 0.42 1.98 2.25
H 1.02 1.47 -0.15
H 1.96 0.52 1.01
H 0.02 -1.32 -2.55
H -1.67 -1.08 -2.86
```

Output
HOMO-LUMO gap (Ha): 0.38424
SMILES: CCC(F)(F)C(N)=O
Spin multiplicity: 1
Relative energy (zero: lowest compared OMol25 entry of this formula, charge and spin) (eV): 0.000

In elementary charge units, the Mulliken charges are:
1. C -1.08
2. C -0.49
3. C 0.72
4. F -0.36
5. F -0.30
6. C 0.35
7. N -0.32
8. O -0.54
9. H 0.29
10. H 0.30
11. H 0.35
12. H 0.26
13. H 0.34
14. H 0.23
15. H 0.24



2.
This record from OMol25 describes a gas-phase ion, C5H4N (charge +1). The level of theory is ωB97M-V/def2-TZVPD.

The geometry in XYZ format:
```
10
C5H4N ωB97M-V/def2-TZVPD
C 0.67 0.27 -1.67
C 1.21 0.20 -0.59
C 1.06 -0.14 0.78
C -0.11 -0.13 1.44
N -1.28 -0.11 0.75
C -1.93 -0.23 -0.23
H 0.60 0.14 -2.71
H 1.86 -0.25 1.50
H -0.05 -0.13 2.56
H -2.75 -0.01 -0.90
```

Output
HOMO-LUMO gap (spin up / spin down) (Ha): 0.31982 / 0.31985
SMILES: C#C/C=C\[N+]#C
Spin multiplicity: 1
Charge: +1
Relative energy (zero: lowest compared OMol25 entry of this formula, charge and spin) (eV): 0.692

In elementary charge units, the Mulliken charges are:
1. C -0.41
2. C 0.06
3. C -0.19
4. C -0.10
5. N -0.04
6. C 0.17
7. H 0.39
8. H 0.35
9. H 0.35
10. H 0.43



3.
This record from OMol25 describes a molecular structure, C11H27I2IrOP2. The level of theory is ωB97M-V/def2-TZVPD.

The geometry in XYZ format:
```
44
C11H27I2IrOP2 ωB97M-V/def2-TZVPD
I 0.20 -2.33 -3.40
I 0.13 2.62 -2.73
Ir 0.01 0.71 -0.75
P -2.30 0.23 -0.92
C -3.22 1.76 -0.61
C -2.84 -0.37 -2.55
H -3.83 -0.84 -2.45
H -4.04 -1.26 -0.11
H -2.10 -1.11 -2.91
H -2.41 -1.90 0.23
H -2.95 2.51 -1.37
H -2.87 0.48 -3.24
C -3.03 -0.99 0.22
H -4.30 1.56 -0.66
H -3.08 -0.57 1.24
H -2.97 2.15 0.39
P 2.33 0.38 -0.97
C 3.18 1.94 -0.62
C 3.08 -0.81 0.15
H 2.18 -0.89 -2.97
H 3.87 -0.58 -2.56
H 2.83 0.74 -3.29
C 2.88 -0.12 -2.61
H 2.66 -1.81 -0.04
H 4.16 -0.84 -0.04
H 4.26 1.75 -0.64
H 2.90 2.32 0.37
H 2.91 -0.53 1.20
H 2.92 2.69 -1.38
C 0.06 2.38 0.06
O 0.13 3.40 0.62
C 0.77 -2.07 2.17
C -0.29 -1.02 2.08
C -0.87 -0.80 3.49
C 0.10 0.29 1.38
H 1.61 -1.64 2.71
H 1.11 -2.44 1.21
H 0.42 -2.94 2.73
H -1.09 -1.43 1.46
H -0.14 -0.38 4.18
H -1.75 -0.15 3.53
H -1.18 -1.75 3.93
H -0.57 1.05 1.83
H 1.11 0.63 1.67
```

Output
HOMO-LUMO gap (spin up / spin down) (Ha): 0.30551 / 0.14228
<S²>: 8.77
Spin multiplicity: 6
Charge: +3
Relative energy (zero: lowest compared OMol25 entry of this formula, charge and spin) (eV): 1.610

In elementary charge units, the Mulliken charges are:
1. I 0.93
2. I 0.32
3. Ir 0.99
4. P 0.97
5. C -1.31
6. C -0.67
7. H 0.50
8. H 0.60
9. H -0.31
10. H 0.42
11. H 0.41
12. H 0.36
13. C -1.44
14. H 0.45
15. H 0.30
16. H 0.37
17. P 0.70
18. C -1.26
19. C -1.30
20. H -0.54
21. H 0.46
22. H 0.35
23. C -0.29
24. H 0.33
25. H 0.57
26. H 0.46
27. H 0.35
28. H 0.32
29. H 0.43
30. C 0.02
31. O -0.33
32. C -1.65
33. C 1.47
34. C -1.69
35. C -1.35
36. H 0.39
37. H 0.25
38. H 0.47
39. H -0.94
40. H 0.42
41. H 0.40
42. H 0.45
43. H 0.70
44. H 0.90



4.
This record from OMol25 describes 2 unconnected molecules or ions with the total composition C14H20FNO2. The level of theory is ωB97M-V/def2-TZVPD.

The geometry in XYZ format:
```
38
C14H20FNO2 ωB97M-V/def2-TZVPD
C -2.92 -2.51 -0.48
C -2.71 -1.15 -1.04
O -3.37 -0.20 -0.68
C -1.42 -0.81 -1.94
C -1.63 0.28 -3.01
F -0.80 -0.03 -1.05
C -0.28 -1.89 -2.07
C 0.62 -1.77 -3.24
O -0.05 -2.67 -1.16
H -2.06 -3.16 -0.53
H -3.25 -2.40 0.55
H -3.75 -2.96 -1.04
H -0.61 0.63 -3.27
H -2.17 -0.13 -3.87
H -2.17 1.09 -2.49
H 0.23 -1.17 -4.07
H 1.56 -1.32 -2.89
H 0.85 -2.79 -3.59
C 2.67 2.07 3.99
C 1.89 1.57 2.84
C 1.06 0.46 2.99
C 0.33 0.05 1.87
C -0.58 -1.14 1.87
N 0.45 0.77 0.78
C 1.23 1.77 0.54
C 1.26 2.36 -0.84
C 2.00 2.25 1.61
H 2.47 1.46 4.87
H 3.75 2.04 3.77
H 2.41 3.12 4.22
H 0.94 -0.13 3.88
H -0.41 -1.68 2.79
H -1.64 -0.87 1.85
H -0.40 -1.83 1.04
H 1.93 3.21 -0.84
H 1.63 1.66 -1.59
H 0.28 2.71 -1.19
H 2.65 3.10 1.41
```

Output
HOMO-LUMO gap (Ha): 0.32767
SMILES: CC(=O)C(C)(F)C(C)=O.Cc1cc(C)nc(C)c1
Spin multiplicity: 1
Relative energy (zero: lowest compared OMol25 entry of this formula, charge and spin) (eV): 0.520

In elementary charge units, the Mulliken charges are:
1. C -1.23
2. C 0.69
3. O -0.58
4. C 1.10
5. C -1.80
6. F -0.33
7. C 0.63
8. C -1.32
9. O -0.60
10. H 0.33
11. H 0.30
12. H 0.42
13. H 0.42
14. H 0.39
15. H 0.41
16. H 0.35
17. H 0.26
18. H 0.42
19. C -1.46
20. C 1.21
21. C -0.86
22. C 0.53
23. C -0.99
24. N -0.10
25. C 0.75
26. C -1.12
27. C -0.90
28. H 0.32
29. H 0.31
30. H 0.32
31. H 0.33
32. H 0.42
33. H 0.15
34. H 0.09
35. H 0.40
36. H 0.16
37. H 0.23
38. H 0.37



5.
This record from OMol25 describes a gas-phase ion, C4H8N (charge +2). The level of theory is ωB97M-V/def2-TZVPD.

The geometry in XYZ format:
```
13
C4H8N ωB97M-V/def2-TZVPD
C 0.00 -1.89 -1.50
C 0.10 -1.24 -0.22
C 0.22 0.17 -0.20
N -0.13 0.90 0.96
C -0.16 2.20 1.10
H 0.82 -2.66 -1.50
H 0.06 -1.22 -2.35
H -0.89 -2.52 -1.64
H -0.13 -1.78 0.70
H 0.47 0.78 -1.07
H 0.14 0.33 1.77
H -0.50 2.60 2.05
H 0.22 2.78 0.25
```

Output
HOMO-LUMO gap (spin up / spin down) (Ha): 0.34929 / 0.33594
<S²>: 0.76
Spin multiplicity: 2
Charge: +2
Relative energy (zero: lowest compared OMol25 entry of this formula, charge and spin) (eV): 0.437

In elementary charge units, the Mulliken charges are:
1. C -1.01
2. C 0.10
3. C 0.10
4. N -0.01
5. C 0.01
6. H 0.39
7. H 0.36
8. H 0.39
9. H 0.35
10. H 0.36
11. H 0.35
12. H 0.32
13. H 0.28



6.
This record from OMol25 describes 17 unconnected molecules or ions with the total composition ClH32O20. The level of theory is ωB97M-V/def2-TZVPD.

The geometry in XYZ format:
```
53
ClH32O20 ωB97M-V/def2-TZVPD
Cl -3.77 10.78 0.40
O -4.74 11.65 -0.35
O -4.34 10.44 1.72
O -3.58 9.48 -0.40
O -2.46 11.48 0.54
O -2.74 8.47 2.94
H -3.29 8.91 2.34
H -3.33 7.92 3.46
O -6.85 10.01 0.00
H -7.46 10.18 -0.74
H -6.00 9.83 -0.40
O -2.49 14.50 1.22
H -1.83 13.95 1.65
H -2.15 15.37 1.32
O -5.36 10.32 4.46
H -4.60 10.68 4.90
H -5.15 10.34 3.53
O -1.62 11.22 -2.41
H -2.07 11.73 -1.72
H -1.12 11.98 -2.76
O -6.32 11.87 -3.16
H -5.48 11.45 -3.07
H -6.27 12.57 -2.51
O -5.64 8.12 -2.74
H -5.67 7.93 -1.77
H -5.13 7.40 -3.16
O -4.00 12.99 2.87
H -3.50 13.57 2.30
H -4.84 12.71 2.45
O -2.74 7.22 -1.48
H -2.18 7.64 -2.13
H -3.07 8.02 -1.10
O -4.06 10.25 -3.26
H -3.28 10.74 -2.95
H -4.25 9.58 -2.60
O -2.24 11.05 3.55
H -2.30 10.12 3.23
H -3.07 11.46 3.27
O -7.02 13.45 -0.94
H -6.52 14.22 -1.22
H -6.44 12.86 -0.47
O -0.20 9.50 1.88
H -0.59 10.35 1.89
H -0.67 8.93 1.23
O -2.82 13.48 -1.50
H -2.28 13.82 -0.80
H -3.68 13.33 -1.14
O 0.43 11.71 -0.22
H -0.52 11.83 -0.25
H 0.60 10.89 -0.68
O -6.70 12.05 1.80
H -7.26 11.84 2.56
H -6.88 11.36 1.17
```

Output
HOMO-LUMO gap (Ha): 0.35581
Spin multiplicity: 1
Charge: -1
Relative energy (zero: lowest compared OMol25 entry of this formula, charge and spin) (eV): 0.386

In elementary charge units, the Mulliken charges are:
1. Cl 0.06
2. O 0.15
3. O -0.29
4. O -0.60
5. O -0.15
6. O -0.58
7. H 0.32
8. H 0.27
9. O -0.70
10. H 0.32
11. H 0.19
12. O -0.67
13. H 0.32
14. H 0.24
15. O -0.66
16. H 0.36
17. H 0.40
18. O -0.67
19. H 0.22
20. H 0.35
21. O -0.72
22. H 0.46
23. H 0.30
24. O -0.64
25. H 0.29
26. H 0.31
27. O -0.79
28. H 0.49
29. H 0.29
30. O -0.70
31. H 0.32
32. H 0.59
33. O -0.83
34. H 0.49
35. H 0.33
36. O -0.72
37. H 0.45
38. H 0.32
39. O -0.79
40. H 0.33
41. H 0.40
42. O -0.60
43. H 0.32
44. H 0.32
45. O -0.66
46. H 0.37
47. H 0.28
48. O -0.66
49. H 0.26
50. H 0.34
51. O -0.59
52. H 0.26
53. H 0.32



7.
This record from OMol25 describes a gas-phase ion, C5H10N (charge +1). The level of theory is ωB97M-V/def2-TZVPD.

The geometry in XYZ format:
```
16
C5H10N ωB97M-V/def2-TZVPD
C 2.28 0.01 0.17
N 1.13 -0.03 -0.29
C 0.05 0.76 -0.76
C -0.82 1.59 0.19
C -0.03 -0.76 -0.74
C -0.83 -1.56 0.17
H 3.02 0.85 0.53
H 2.77 -1.00 0.32
H 0.21 1.23 -1.68
H -0.77 0.98 1.22
H -1.78 1.82 -0.14
H -0.35 2.55 0.32
H 0.08 -1.27 -1.83
H -1.96 -1.35 -0.16
H -0.70 -1.28 1.18
H -0.52 -2.70 0.00
```

Output
HOMO-LUMO gap (Ha): 0.40773
SMILES: C=[N+]1[C@H](C)[C@@H]1C
Spin multiplicity: 1
Charge: +1
Relative energy (zero: lowest compared OMol25 entry of this formula, charge and spin) (eV): 2.699

In elementary charge units, the Mulliken charges are:
1. C -0.07
2. N 0.10
3. C 0.00
4. C -1.15
5. C 0.06
6. C -1.20
7. H 0.28
8. H 0.27
9. H 0.43
10. H 0.24
11. H 0.35
12. H 0.38
13. H 0.32
14. H 0.28
15. H 0.38
16. H 0.34



8.
This record from OMol25 describes a gas-phase ion, C5H7NO2PS (charge -1). The level of theory is ωB97M-V/def2-TZVPD.

The geometry in XYZ format:
```
17
C5H7NO2PS ωB97M-V/def2-TZVPD
C -1.56 -0.35 1.04
C -2.49 -0.02 -0.02
C -0.25 -0.03 0.82
C -2.09 0.10 -1.25
C 2.61 -0.86 -0.30
N 0.10 0.34 -0.39
O 0.58 -0.11 1.94
O -2.20 0.93 -2.27
P 1.63 0.66 -0.97
S -4.22 0.08 0.19
H -1.88 -0.68 1.99
H 3.08 -1.37 -1.12
H 2.03 -1.43 0.37
H 3.46 -0.50 0.28
H 1.46 -0.09 1.55
H -2.49 1.75 -2.02
H 2.22 1.58 0.17
```

Output
HOMO-LUMO gap (Ha): 0.25906
Spin multiplicity: 1
Charge: -1
Relative energy (zero: lowest compared OMol25 entry of this formula, charge and spin) (eV): 3.265

In elementary charge units, the Mulliken charges are:
1. C -0.98
2. C 0.29
3. C 0.76
4. C -0.22
5. C -1.17
6. N -0.29
7. O -0.54
8. O -0.30
9. P -0.12
10. S -0.46
11. H 0.41
12. H 0.30
13. H 0.41
14. H 0.34
15. H 0.33
16. H 0.28
17. H -0.03



9.
This record from OMol25 describes 2 unconnected molecules or ions with the total composition C4H7NO2. The level of theory is ωB97M-V/def2-TZVPD.

The geometry in XYZ format:
```
14
C4H7NO2 ωB97M-V/def2-TZVPD
O -1.20 -1.24 1.89
N -0.76 -0.10 2.00
C -0.31 0.42 0.79
C -0.54 0.09 -0.50
C 0.57 0.96 -1.00
C 0.68 1.52 0.45
H -1.32 -0.47 -1.00
H 1.44 0.35 -1.27
H 0.35 1.65 -1.82
H 1.66 1.50 0.93
H 0.24 2.52 0.53
O 0.12 -2.38 -0.41
H -0.35 -2.15 0.41
H -0.58 -2.67 -1.00
```

Output
HOMO-LUMO gap (spin up / spin down) (Ha): 0.31205 / 0.31209
SMILES: O=NC1=CCC1.O
Spin multiplicity: 1
Relative energy (zero: lowest compared OMol25 entry of this formula, charge and spin) (eV): 4.940

In elementary charge units, the Mulliken charges are:
1. O -0.37
2. N -0.25
3. C 0.25
4. C -0.23
5. C -0.51
6. C -0.36
7. H 0.47
8. H 0.19
9. H 0.30
10. H 0.28
11. H 0.21
12. O -0.65
13. H 0.37
14. H 0.32



10.
This record from OMol25 describes a single C2H7N2P molecule. The level of theory is ωB97M-V/def2-TZVPD.

The geometry in XYZ format:
```
12
C2H7N2P ωB97M-V/def2-TZVPD
H 0.82 -3.71 0.38
N 0.86 -2.70 0.11
P -0.43 -1.91 -0.34
N -0.16 -0.29 -0.17
C -1.33 0.52 -0.60
C 0.94 0.36 0.54
H -2.13 -0.10 -0.84
H -1.69 1.32 0.17
H -1.24 1.09 -1.52
H 1.47 -0.50 1.05
H 1.64 0.85 -0.04
H 0.50 1.07 1.23
```

Output
HOMO-LUMO gap (Ha): 0.35831
SMILES: [H]/N=P/N(C)C
Spin multiplicity: 1
Relative energy (zero: lowest compared OMol25 entry of this formula, charge and spin) (eV): 0.361

In elementary charge units, the Mulliken charges are:
1. H 0.23
2. N -0.53
3. P 0.05
4. N 0.16
5. C -0.86
6. C -0.78
7. H 0.32
8. H 0.26
9. H 0.29
10. H 0.31
11. H 0.27
12. H 0.28



11.
This record from OMol25 describes a single C6H12O molecule. The level of theory is ωB97M-V/def2-TZVPD.

The geometry in XYZ format:
```
19
C6H12O ωB97M-V/def2-TZVPD
C 2.59 0.79 0.09
C 1.58 -0.30 -0.20
O 0.58 -0.27 0.80
C -0.51 -1.07 0.47
C -1.81 -0.75 1.13
C -1.63 -0.47 -0.34
C -1.52 0.97 -0.81
H 3.00 0.68 1.10
H 2.13 1.78 0.02
H 3.42 0.74 -0.62
H 2.07 -1.29 -0.20
H 1.13 -0.15 -1.19
H -0.26 -2.12 0.30
H -1.81 0.11 1.80
H -2.45 -1.57 1.44
H -2.15 -1.14 -1.03
H -1.16 1.02 -1.84
H -2.49 1.47 -0.77
H -0.82 1.52 -0.17
```

Output
HOMO-LUMO gap (Ha): 0.38571
SMILES: CCO[C@H]1C[C@H]1C
Spin multiplicity: 1
Relative energy (zero: lowest compared OMol25 entry of this formula, charge and spin) (eV): 1.419

In elementary charge units, the Mulliken charges are:
1. C -1.21
2. C -0.18
3. O -0.38
4. C -0.08
5. C -0.78
6. C 0.21
7. C -1.31
8. H 0.29
9. H 0.28
10. H 0.38
11. H 0.34
12. H 0.27
13. H 0.38
14. H 0.23
15. H 0.27
16. H 0.34
17. H 0.31
18. H 0.37
19. H 0.26



12.
This record from OMol25 describes a molecular structure, C10H21NO6Zn. The level of theory is ωB97M-V/def2-TZVPD.

The geometry in XYZ format:
```
39
C10H21NO6Zn ωB97M-V/def2-TZVPD
Zn -0.09 -0.89 -0.81
C -4.04 -1.48 -0.59
C -2.51 -1.18 -0.48
O -1.94 -0.14 -0.94
O -1.74 -2.07 0.02
H -4.41 -1.13 -1.56
H -4.51 -0.91 0.21
H -4.14 -2.53 -0.32
C 2.07 -2.74 -3.53
C 1.36 -2.10 -2.42
O 1.80 -1.74 -1.33
O 0.14 -1.96 -2.51
H 1.38 -2.90 -4.36
H 2.37 -3.72 -3.16
H 2.89 -2.09 -3.83
C 1.12 1.06 -3.12
O 0.74 0.78 -1.74
C 1.58 1.31 -0.75
C 0.89 1.26 0.56
N 0.75 -0.12 1.02
C -0.16 -0.13 2.16
C 0.20 0.69 3.43
O -0.16 2.06 3.21
C -0.95 2.76 4.24
H 0.30 0.80 -3.78
H 2.00 0.44 -3.35
H 1.41 2.08 -3.37
H 1.77 2.36 -1.02
H 2.50 0.74 -0.63
H -0.11 1.69 0.47
H 1.49 1.77 1.31
H 1.63 -0.52 1.30
H -0.17 -1.19 2.40
H -1.13 0.21 1.81
H 1.26 0.56 3.63
H -0.29 0.13 4.22
H -1.88 2.27 4.55
H -1.17 3.80 3.98
H -0.25 2.78 5.07
```

Output
HOMO-LUMO gap (spin up / spin down) (Ha): 0.37836 / 0.16187
<S²>: 0.76
Spin multiplicity: 2
Charge: +1

In elementary charge units, the Mulliken charges are:
1. Zn 0.28
2. C -1.10
3. C 1.09
4. O -0.62
5. O -0.66
6. H 0.33
7. H 0.30
8. H 0.34
9. C -1.05
10. C 1.03
11. O -0.39
12. O -0.36
13. H 0.34
14. H 0.35
15. H 0.33
16. C -0.92
17. O -0.01
18. C -0.78
19. C -0.45
20. N -0.03
21. C -0.64
22. C -0.88
23. O -0.27
24. C -0.77
25. H 0.30
26. H 0.32
27. H 0.35
28. H 0.52
29. H 0.30
30. H 0.41
31. H 0.52
32. H 0.32
33. H 0.52
34. H 0.25
35. H 0.35
36. H 0.50
37. H 0.31
38. H 0.25
39. H 0.32